Entry 1:
# C5H6O2

An isolated molecule of C5H6O2 (ωB97M-V with the def2-TZVPD basis set, OMol25).

```
13
Properties=species:S:1:pos:R:3:forces:R:3
C 1.6234 -0.9394 -0.0041 -3.4315 -0.1497 -0.9331
C 1.1923 0.3475 0.0953 -0.8543 -0.8643 0.6926
C -1.1409 -1.2829 0.2304 1.8841 2.0524 1.9319
C -0.1181 1.0984 0.0751 2.4083 -1.3238 -0.0034
C -1.2187 0.0927 -0.3540 -1.3470 -0.3353 2.6778
O 2.9346 -0.5506 -0.0499 0.5118 -0.6577 0.9009
O 2.5074 0.7889 0.1284 0.9681 2.5066 -0.4597
H -0.7570 -2.0052 -0.4003 0.2176 -1.6846 -1.3774
H -1.2293 -1.6172 1.2878 -0.4105 0.7401 -0.8169
H -0.4479 1.5520 0.9941 0.2683 0.0066 0.5653
H -0.0511 1.8656 -0.6654 -0.1554 0.7086 -0.5450
H -1.2221 -0.0629 -1.3835 -0.1491 0.2792 -1.7939
H -2.0725 0.7130 0.0460 0.0896 -1.2782 -0.8390
```
Positions in Å, forces in eV/Å.

The calculation puts the frontier orbital gap (alpha / beta) at 5.80 / 5.75 eV. The max |F| comes out at 3.6 eV/Å. The relative energy (zero: lowest compared OMol25 entry of this formula, charge and spin) is 955.6 kJ/mol. As for the HOMO energy (alpha / beta): -8.00 / -7.96 eV. The total energy is -344.23794 Ha.



Entry 2:
# C10H12Cl18N2

A structure of composition C10H12Cl18N2 (ωB97M-V with the def2-TZVPD basis set, OMol25).

```
42
Properties=species:S:1:pos:R:3:forces:R:3
C 20.3871 -14.0983 0.9100 0.7500 2.5262 -0.9126
C 19.8589 -12.7633 0.6714 -0.0679 -0.8331 -0.9682
N 19.3636 -11.7265 0.5496 4.1686 -5.5838 -2.5813
H 21.4468 -14.1206 0.6556 -1.5034 0.4431 -0.4556
H 19.7995 -14.8527 0.3867 0.9308 2.2512 -0.4578
H 20.3591 -14.4080 1.9547 0.4892 0.9592 -0.6978
C 20.5388 -10.5045 1.9138 -0.2561 3.7821 0.6160
C 19.2080 -10.0392 1.4337 2.6531 1.1449 2.2091
N 18.1551 -9.7381 1.1406 -0.7204 4.0656 0.3113
H 20.7131 -11.5802 1.8925 -1.3431 4.6050 -0.4660
H 20.6760 -10.0847 2.9103 0.2952 -0.0067 0.1560
H 21.2773 -10.0471 1.2553 0.1894 0.0298 -0.0838
C 18.4654 -13.3328 2.8872 -1.6634 0.9042 3.5010
Cl 20.1229 -12.8732 3.2168 -12.8693 -2.2077 10.1064
Cl 18.2320 -14.7970 1.8459 -5.4660 5.5967 14.4040
Cl 17.6682 -11.9317 2.1730 3.4262 -7.2301 9.3757
H 17.8989 -13.4919 3.8047 0.2473 -0.1022 0.0940
C 17.0472 -11.6998 -0.0404 -4.2017 2.0418 -2.6046
Cl 17.0858 -10.4850 -1.3352 -5.4417 1.2715 1.2132
Cl 16.3153 -13.1818 -0.6184 -10.5122 7.0947 -4.5817
Cl 16.0785 -11.0836 1.3486 -8.2798 4.3047 -5.3663
H 18.0761 -11.8980 0.2599 -1.4754 0.2420 -0.8811
C 20.7364 -16.8649 0.3210 1.4185 -1.8217 0.5245
Cl 21.9434 -15.6875 -0.3589 -0.3466 -6.7162 -4.1335
Cl 19.6035 -16.1219 1.5277 5.3711 -12.6552 -1.2710
Cl 21.7410 -18.1585 1.0445 -0.2504 -0.0629 -0.1319
H 20.1107 -17.2986 -0.4591 0.5546 0.2362 0.2041
C 23.2372 -13.5479 2.3205 3.3274 1.2514 -0.1779
Cl 21.6640 -12.7834 2.2929 17.4838 -1.1794 -2.3365
Cl 24.4516 -12.3165 1.8174 0.6926 0.0499 -0.0838
Cl 23.2699 -14.9290 1.2489 3.1542 2.2462 4.2847
H 23.5231 -13.8062 3.3401 -0.4729 -0.0321 -0.0145
C 18.4841 -14.9479 -1.4960 -0.9807 1.4414 -3.4252
Cl 18.4152 -16.6619 -1.7519 -0.9337 -0.4289 0.1754
Cl 20.1900 -14.4447 -1.6066 -2.0783 -0.0393 -3.3719
Cl 17.7890 -14.3374 0.0689 6.9181 -8.8273 -5.4173
H 17.9250 -14.5032 -2.3192 0.3212 -0.3103 -0.4760
C 19.9101 -11.2394 -1.8399 0.2583 -0.1374 -0.0608
Cl 18.4877 -12.3550 -2.1027 2.9993 0.6128 -3.4356
Cl 19.4294 -9.6153 -1.2926 3.4464 0.2963 -1.2947
Cl 21.1089 -11.0794 -3.0964 -0.2263 -0.2816 -0.8833
H 20.4156 -11.8271 -1.0736 -0.0064 1.0586 -0.6047
```
Positions in Å, forces in eV/Å.

The calculation puts the frontier orbital gap at 6.91 eV. The max |F| comes out at 17.7 eV/Å. As for the HOMO energy: -6.96 eV. The total energy is -8779.35214 Ha.



Entry 3:
# CH3NS2

A structure of composition CH3NS2 (ωB97M-V with the def2-TZVPD basis set, OMol25).

```
7
Properties=species:S:1:pos:R:3:forces:R:3
C -1.3924 -0.3203 0.2359 -2.2870 2.8914 -0.8114
N 1.8957 0.3162 0.0830 -3.6243 0.4913 4.7505
S -3.0196 -0.1280 0.0978 0.7072 -0.2672 0.3403
S -0.5327 1.1141 0.1289 3.1104 -0.4575 -0.1049
H -0.8646 -1.1792 0.2463 1.4530 -3.0605 0.3189
H 1.6947 -0.6155 -0.1437 -0.3891 -1.5828 -0.8762
H 2.2190 0.8128 -0.6482 1.0297 1.9853 -3.6171
```
Positions in Å, forces in eV/Å.

The calculation puts the frontier orbital gap (alpha / beta) at 6.82 / 6.82 eV. The max |F| comes out at 6.0 eV/Å. The relative energy (zero: lowest compared OMol25 entry of this formula, charge and spin) is 369.3 kJ/mol. As for the HOMO energy (alpha / beta): -9.02 / -9.02 eV. The total energy is -890.88764 Ha.



Entry 4:
# C12H32N8O2Ru

A structure of composition C12H32N8O2Ru (ωB97M-V with the def2-TZVPD basis set, OMol25).

```
55
Properties=species:S:1:pos:R:3:forces:R:3
Ru 0.5599 -0.5697 1.3733 -1.2069 -0.5915 -0.0920
N 2.7476 0.1423 2.0722 -1.2715 -0.4143 -0.1394
C 3.5652 -1.0796 2.1774 0.2504 -0.6160 0.2377
C 2.8374 -2.1343 3.0089 0.4654 0.3171 -0.0870
N 1.5746 -2.5682 2.3950 -0.5659 1.2648 -0.7439
C 0.6426 -3.1118 3.3944 -0.4291 0.1630 0.5014
C -0.1094 -2.0198 4.1553 0.4659 -0.5414 0.2263
N -0.8420 -1.1824 3.1999 0.5574 0.6917 -0.9967
C 1.8032 -3.5341 1.3099 -0.2358 -0.2792 -0.4952
C 0.7077 -3.4794 0.2478 0.2589 -0.4512 0.4428
N 0.7182 -2.1625 -0.4080 0.3514 1.1202 0.4816
H 3.2361 0.8130 1.4738 -0.3383 -0.0731 0.1026
H 2.6773 0.5670 3.0013 -0.0073 0.0443 -0.2807
H 4.5318 -0.8720 2.6529 -0.1499 0.0118 -0.1165
H 3.7670 -1.4397 1.1660 0.0135 0.0473 0.0854
H 2.6204 -1.7083 3.9906 0.0218 -0.1050 0.0256
H 3.5014 -2.9948 3.1516 -0.0643 0.0471 0.1021
H 1.1747 -3.7525 4.1076 -0.0183 -0.0030 -0.1039
H -0.0895 -3.7359 2.8785 0.0462 -0.0340 0.0078
H 0.5729 -1.3812 4.7254 -0.1138 -0.0927 -0.0750
H -0.7854 -2.5024 4.8741 0.1078 0.1627 -0.1302
H -1.3030 -0.4135 3.6902 0.0054 -0.1623 -0.2060
H -1.5751 -1.7348 2.7408 0.1359 0.3497 0.0873
H 1.8637 -4.5495 1.7166 0.0996 0.0530 -0.0162
H 2.7595 -3.3093 0.8327 -0.0095 -0.0725 0.0588
H -0.2857 -3.6232 0.6865 0.1625 -0.0403 -0.0853
H 0.8830 -4.2877 -0.4722 -0.1183 0.1360 0.0700
H -0.0794 -2.1043 -1.0433 0.1789 0.2239 0.1504
H 1.5686 -2.0577 -0.9683 -0.2876 -0.0617 0.0587
N -0.0998 1.9172 0.7390 -0.0844 -0.4666 0.4924
C -1.3773 2.1628 0.2136 -0.3746 -1.3170 -0.1586
C -1.5576 3.1398 -0.9131 0.2533 0.6519 0.0213
C -0.5584 3.1583 -2.0738 -0.3261 -0.3215 -0.0375
C -0.7077 2.0050 -3.0792 0.3579 0.3337 0.2054
N -1.9857 2.0004 -3.7647 -0.2846 -0.1972 0.0570
C -2.2869 2.5553 -4.9425 -0.0496 -0.0525 0.2210
N -1.4037 3.2670 -5.6323 0.1295 0.0923 -0.1607
N -3.5145 2.3945 -5.4243 -0.1304 0.0321 -0.1594
C -2.1142 0.4030 -0.3835 0.4026 3.4863 -0.6469
O -2.7878 0.6332 -1.3152 -1.0208 -0.6430 -1.0319
O -1.6640 -0.3921 0.3757 2.2862 -2.6134 2.4040
H 0.0029 2.2013 1.7157 0.1200 -0.0375 -0.3857
H 0.6443 2.3072 0.1625 -0.0462 -0.1309 0.2289
H -2.1504 2.2519 0.9741 0.2439 0.1173 0.1615
H -1.5168 4.1306 -0.4364 -0.1025 -0.0404 -0.1923
H -2.5695 3.0353 -1.3055 0.0097 -0.0354 0.1238
H 0.4719 3.1656 -1.7130 0.1277 0.0939 -0.0711
H -0.7157 4.0972 -2.6044 0.1530 0.0872 0.0124
H -0.6196 1.0502 -2.5563 0.0198 0.0058 -0.2266
H 0.1066 2.0554 -3.8053 -0.0638 -0.1235 -0.0130
H -2.7232 1.4997 -3.2822 0.0667 0.0980 -0.1243
H -0.4698 3.4440 -5.3052 -0.0639 -0.0426 0.0455
H -1.6436 3.6502 -6.5356 0.0235 -0.0536 0.1092
H -4.2057 1.8483 -4.9381 0.0190 -0.0183 0.0013
H -3.7974 2.8052 -6.3006 0.0295 0.0006 0.0537
```
Positions in Å, forces in eV/Å.

The calculation puts the frontier orbital gap (alpha / beta) at 5.21 / 5.15 eV. The max |F| comes out at 4.2 eV/Å. As for the spin multiplicity: 2. The relative energy (zero: lowest compared OMol25 entry of this formula, charge and spin) is 521.2 kJ/mol. As for the HOMO energy (alpha / beta): -16.00 / -15.84 eV. The net charge is +3. The total energy is -1158.88426 Ha.